(1)
ORCA calculation (wB97M-V/def2-TZVPD) on an isolated molecule of C6H8.

Each line ends with the Mulliken charge.
Cartesian coordinates (Å):
C1 -1.1860 0.8057 0.5370  -1.2252
C2 -0.3387 0.2568 -0.6394  0.1148
C3 1.1075 0.6930 -0.3037  -0.5141
C4 1.5648 -0.2757 0.7545  -0.5374
C5 0.8153 -1.4779 0.4013  -0.3705
C6 -0.2061 -1.2185 -0.4499  -0.2847
H1 -2.1329 0.2754 0.6734  0.3562
H2 -1.3804 1.8760 0.4275  0.3305
H3 -0.7525 0.5603 -1.6094  0.3798
H4 1.2029 1.7558 -0.0584  0.3052
H5 1.7876 0.4820 -1.1449  0.3334
H6 -0.5966 0.6630 1.4506  0.3255
H7 1.0060 -2.4498 0.8471  0.3827
H8 -0.8908 -1.9462 -0.8855  0.4039

Summary:
Maximum force   0.5 eV/Å
LUMO energy (alpha / beta)   -0.43 / -0.43 eV
ΔE to the lowest compared entry with this formula, charge and spin   292.2 kJ/mol
Calculated total energy   -233.27571 a.u.

=====

(2)
ORCA calculation (wB97M-V/def2-TZVPD) on a cluster of 2 separate species, C6H8 in total at a distorted geometry.

Each line ends with the Mulliken charge.
Cartesian coordinates (Å):
C1 -0.4239 -1.5407 -0.9209  -0.2456
C2 -0.2160 -1.6912 0.3831  -0.4124
C3 2.1816 0.5899 0.4238  -0.8111
C4 1.0590 0.6071 -0.3570  -0.0980
C5 0.0056 -0.3872 -0.2934  0.2558
C6 -1.6852 0.8427 0.1091  -1.3082
H1 -0.8688 -2.1656 -1.7448  0.3150
H2 -0.6167 -2.1117 1.2891  0.3354
H3 2.8830 1.3833 0.4033  0.2871
H4 2.4676 -0.1626 1.1347  0.2643
H5 0.7558 1.3567 -1.0687  0.3068
H6 -2.6134 0.4280 0.3188  0.3846
H7 -1.7356 1.6275 -0.6386  0.3381
H8 -1.1929 1.2239 0.9617  0.3881

Summary:
Maximum force   4.9 eV/Å
LUMO energy   1.12 eV
ΔE to the lowest compared entry with this formula, charge and spin   500.4 kJ/mol
Calculated total energy   -233.19640 a.u.

=====

(3)
ORCA calculation (wB97M-V/def2-TZVPD) on an isolated molecule of C6H8.

Each line ends with the Mulliken charge.
Cartesian coordinates (Å):
C1 1.2330 1.9173 0.7390  -0.1408
C2 0.1905 1.3620 0.9746  -0.2344
C3 -0.9805 0.4884 0.9087  -0.7005
C4 -0.8242 -0.4848 -0.2834  -0.0900
C5 0.2887 -1.4976 -0.2522  -0.5553
C6 0.3438 -0.3608 -1.2277  -0.4325
H1 2.1519 2.3937 0.4879  0.3727
H2 -1.0961 -0.0693 1.8479  0.2657
H3 -1.8863 1.0989 0.8011  0.3426
H4 -1.7769 -0.7944 -0.7077  0.3763
H5 0.1142 -2.5099 -0.6082  0.2694
H6 0.9657 -1.4400 0.5967  0.2498
H7 1.0385 0.4333 -0.9831  0.0263
H8 0.2377 -0.5368 -2.2936  0.2508

Summary:
Structure (SMILES)   C#CCC1CC1
Maximum force   0.6 eV/Å
LUMO energy   1.20 eV
ΔE to the lowest compared entry with this formula, charge and spin   195.6 kJ/mol
Calculated total energy   -233.31251 a.u.

=====

(4)
ORCA calculation (wB97M-V/def2-TZVPD) on a cluster of 2 separate species, C6H8 in total.

Each line ends with the Mulliken charge.
Cartesian coordinates (Å):
C1 -1.8008 0.2936 0.3194  -0.6967
C2 -0.4196 0.7292 -0.4351  -0.0177
C3 0.8901 0.9392 0.1521  -0.6966
C4 1.2732 -0.1922 0.8367  -0.2063
C5 0.1984 -1.1289 0.8135  -0.5228
C6 -0.7754 -0.6420 -0.0321  0.1046
H1 -1.9977 0.5126 1.3704  0.2584
H2 -2.6172 0.5373 -0.3586  0.2613
H3 -0.6602 1.1603 -1.4030  0.3780
H4 1.5418 1.7739 -0.0948  0.3356
H5 1.3434 -0.6413 -2.0968  0.0746
H6 2.2038 -0.3155 1.3842  0.4071
H7 0.0741 -1.9601 1.4993  0.4001
H8 0.7462 -1.0662 -1.9552  -0.0796

Summary:
Structure (SMILES)   C1=C[C@@H]2CC2=C1.[H][H]
Maximum force   0.4 eV/Å
LUMO energy   0.61 eV
ΔE to the lowest compared entry with this formula, charge and spin   317.3 kJ/mol
Calculated total energy   -233.26614 a.u.

=====

(5)
ORCA calculation (wB97M-V/def2-TZVPD) on a structure of composition C6H8AgO6 at a distorted geometry.

Each line ends with the Mulliken charge.
Cartesian coordinates (Å):
O1 -1.4611 -0.3828 1.3678  -0.5312
C1 -0.1570 0.2872 1.8790  1.2005
C2 -2.2491 0.5806 0.6998  -0.3027
O2 0.0203 0.2036 3.1295  -0.8686
O3 -0.3210 1.6208 1.3873  -0.4635
C3 -1.2442 1.6602 0.3212  -0.1827
H1 -3.0276 0.9747 1.3732  0.2525
H2 -2.7345 0.1333 -0.1803  0.2364
H3 -1.6841 2.6639 0.2673  0.3439
H4 -0.7467 1.4282 -0.6342  -0.0177
H5 1.6328 -1.1899 -2.9352  0.3575
O4 1.1250 -1.6848 1.2844  -0.6900
O5 0.0139 -1.4541 -1.6437  -0.7970
C4 1.0736 -0.7235 -2.0867  -0.4988
C5 2.1305 -0.5020 -1.0019  -0.4652
O6 1.4967 0.1958 0.0911  -0.3101
C6 0.8640 -0.5193 1.0075  0.3437
H6 0.7574 0.2965 -2.4214  0.2320
H7 2.9331 0.1622 -1.3502  0.2982
H8 2.5434 -1.4532 -0.6429  0.3073
Ag1 -0.9654 -2.2975 0.0885  0.5553

Summary:
Maximum force   1.7 eV/Å
LUMO energy   2.63 eV
ΔE to the lowest compared entry with this formula, charge and spin   61.3 kJ/mol
Calculated total energy   -831.81720 a.u.
Net charge   -1

=====

(6)
ORCA calculation (wB97M-V/def2-TZVPD) on a structure of composition C6H8AlO5 at a distorted geometry.

Each line ends with the Mulliken spin population.
Cartesian coordinates (Å):
Al1 -2.5739 -0.7239 -0.2659  0.7878
O1 -1.1546 -1.4412 -0.1830  0.1130
O2 0.6808 -2.3646 0.3547  -0.0015
C1 1.5191 -2.4856 1.5142  0.0006
C2 1.4157 -1.0896 2.1405  0.0005
O3 0.3613 -0.4841 1.3821  0.0026
C3 -0.1253 -1.3155 0.4829  0.0458
H1 1.1204 -3.2770 2.1580  0.0001
H2 2.5290 -2.7390 1.1792  0.0001
H3 2.3225 -0.4886 2.0199  0.0002
H4 1.1076 -1.1135 3.1908  -0.0001
O4 -1.6037 0.9605 -0.7652  0.0188
C4 -1.1245 1.3708 -2.0883  0.0017
C5 -0.3768 2.6499 -1.7422  0.0006
O5 -0.3299 2.6046 -0.2804  0.0039
C6 -1.0079 1.6293 0.2046  0.0214
H5 -0.4898 0.5751 -2.4874  0.0009
H6 -2.0285 1.4989 -2.6897  0.0035
H7 -0.8990 3.5675 -2.0283  0.0001
H8 0.6574 2.6659 -2.0963  0.0003

Summary:
Maximum force   7.9 eV/Å
Spin multiplicity   2
<S²>   0.75
LUMO energy (alpha / beta)   -8.76 / -11.35 eV
ΔE to the lowest compared entry with this formula, charge and spin   9.7 kJ/mol
Calculated total energy   -851.31287 a.u.
Net charge   +2

=====

(7)
ORCA calculation (wB97M-V/def2-TZVPD) on a cluster of 2 separate species, C6H8BrClO3P in total at a distorted geometry.

Each line ends with the Mulliken charge.
Cartesian coordinates (Å):
C1 -0.6161 0.2342 -0.1004  -0.1975
C2 -1.4840 -0.6855 -0.3530  -0.1050
C3 0.6962 -0.3631 0.4532  1.4945
C4 1.5727 -0.2400 -0.8206  -1.3243
C5 1.1834 0.4655 1.6555  -1.7448
C6 -3.7169 -0.4048 -1.4089  -0.5537
O1 -0.3823 -2.9375 -1.2422  -0.7198
O2 -1.6353 -3.0370 1.0695  -0.7584
O3 0.5025 -1.6489 0.8466  -0.5341
P1 -0.8074 -2.3795 0.0469  0.8501
Cl1 -0.8256 2.0336 -0.3034  -0.2474
Br1 -4.9526 -0.0790 -0.0432  -0.1142
H1 2.6389 -0.3150 -0.6163  0.3362
H2 1.4285 0.5902 -1.4189  0.3368
H3 1.2138 -1.1164 -1.4494  0.3291
H4 2.1798 0.1712 1.9815  0.3577
H5 0.5708 0.6445 2.4919  0.3792
H6 1.2742 1.3921 1.1694  0.4655
H7 -3.7954 -1.2824 -1.8789  0.3930
H8 -3.6938 0.3888 -2.0145  0.3571

Summary:
Maximum force   5.4 eV/Å
LUMO energy (alpha / beta)   2.67 / 2.63 eV
ΔE to the lowest compared entry with this formula, charge and spin   385.8 kJ/mol
Calculated total energy   -3834.71162 a.u.
Net charge   -1

=====

(8)
ORCA calculation (wB97M-V/def2-TZVPD) on an isolated molecule of C6H8BrN3 at a distorted geometry.

Each line ends with the Mulliken charge.
Cartesian coordinates (Å):
C1 -2.1271 1.7829 -0.1396  -0.0879
C2 -2.0347 0.3531 -0.1153  -0.3524
C3 -0.5463 0.0940 -0.0138  0.2347
C4 1.4213 1.3108 -0.0504  -0.3535
C5 1.6433 -0.1751 -0.0846  -0.6145
C6 0.2095 -2.3229 0.2192  -0.8329
N1 -0.9430 2.3716 -0.0041  -1.1663
N2 -0.0110 1.3730 -0.0044  0.8739
N3 0.3336 -0.8622 -0.2696  0.0060
Br1 -3.5441 -0.7564 -0.1210  -0.1912
H1 -3.0514 2.4114 -0.1281  0.3918
H2 1.8802 1.9014 0.8190  0.2962
H3 1.8505 1.6944 -1.0378  0.2427
H4 2.3709 -0.5868 -0.9363  0.2977
H5 2.0619 -0.5832 0.8833  0.3062
H6 -0.5133 -2.3372 1.0481  0.3321
H7 -0.1672 -3.0400 -0.6271  0.2358
H8 1.1670 -2.6288 0.5624  0.3818

Summary:
Structure (SMILES)   CN1CCn2ncc(Br)c21
Maximum force   6.9 eV/Å
LUMO energy   0.69 eV
ΔE to the lowest compared entry with this formula, charge and spin   182.7 kJ/mol
Calculated total energy   -2971.62789 a.u.

=====

(9)
ORCA calculation (wB97M-V/def2-TZVPD) on an isolated molecule of C6H8BrN3O3 at a distorted geometry.

Each line ends with the Mulliken charge.
Cartesian coordinates (Å):
C1 -0.5277 -1.2475 -1.4917  -0.5903
C2 -2.1055 -0.0663 -0.0416  -0.2988
C3 0.4950 -0.7746 -0.7733  0.0908
C4 -1.9619 -1.1708 -1.0768  -0.3446
C5 0.2211 0.3142 0.4811  1.1404
C6 0.7816 2.5976 1.0786  -0.9827
N1 -1.1710 0.6088 0.4545  -0.5317
N2 0.5723 -0.2324 1.7717  -0.6771
N3 1.9433 -0.8243 -1.1203  0.9848
O1 2.3003 -0.7136 -2.2602  -0.5832
O2 2.7214 -0.8932 -0.1983  -0.5595
O3 0.9548 1.4866 0.1946  -0.4265
Br1 -2.4034 -2.8360 -0.0395  -0.1131
H1 -0.2762 -1.8903 -2.4180  0.2820
H2 -3.1385 0.0923 0.0499  0.4313
H3 -2.6498 -1.3099 -1.8867  0.5506
H4 1.2141 3.3212 0.4971  0.3037
H5 1.3553 2.3358 1.8729  0.3461
H6 -0.2765 2.5401 1.2151  0.4063
H7 0.3686 -1.2036 1.8718  0.2926
H8 1.5826 -0.1342 1.8192  0.2789

Summary:
Structure (SMILES)   CO[C@@]1(N)N=C[C@H](Br)C=C1[N+](=O)[O-]
Maximum force   3.7 eV/Å
LUMO energy   -0.79 eV
ΔE to the lowest compared entry with this formula, charge and spin   98.1 kJ/mol
Calculated total energy   -3197.24202 a.u.

=====

(10)
ORCA calculation (wB97M-V/def2-TZVPD) on a structure of composition C6H8Cl2 at a distorted geometry.

Each line ends with the Mulliken charge.
Cartesian coordinates (Å):
C1 -0.5578 0.0665 -0.3335  -0.2708
C2 -0.3532 1.1159 -1.0616  -0.0354
C3 -0.6950 -1.0021 0.7082  0.4312
C4 0.2872 -1.7796 -0.1347  0.0378
C5 0.3479 1.3293 -2.3669  -0.8814
C6 -0.0575 -0.5302 2.0440  -1.2518
Cl1 1.9518 -1.9059 0.3585  -0.1670
Cl2 -0.2151 -2.8904 -1.2967  -0.1784
H1 -1.0260 2.0529 -0.6888  0.1928
H2 -1.6217 -1.6304 0.7600  0.3354
H3 -0.2398 1.9927 -3.0006  0.3310
H4 0.5975 0.2991 -2.9315  0.2600
H5 1.3610 1.7500 -2.0415  0.2320
H6 0.8062 0.1843 1.8348  0.3283
H7 0.2316 -1.4042 2.6486  0.3523
H8 -0.7607 0.0886 2.8081  0.2840

Summary:
Maximum force   4.3 eV/Å
LUMO energy   0.69 eV
ΔE to the lowest compared entry with this formula, charge and spin   348.8 kJ/mol
Calculated total energy   -1153.63525 a.u.

=====

(11)
ORCA calculation (wB97M-V/def2-TZVPD) on a structure of composition C6H8ClF at a distorted geometry.

Each line ends with the Mulliken charge.
Cartesian coordinates (Å):
C1 2.1980 0.5361 0.2228  -0.6566
C2 -1.3792 0.2932 1.6112  -0.6717
C3 1.6338 -0.1659 -0.7077  0.3079
C4 -0.5702 -0.6056 1.0384  0.2137
C5 -1.0819 0.3167 -1.2322  -1.4240
C6 -0.2938 -0.6581 -0.4019  0.1253
F1 2.1401 -0.8107 -1.7910  -0.2487
Cl1 0.1426 -1.9529 1.8476  -0.1714
H1 3.2741 0.6110 0.0984  0.3450
H2 1.4209 0.8524 0.9074  0.2662
H3 -1.7029 0.3030 2.5990  0.3455
H4 -1.7642 1.2120 1.0419  0.1851
H5 -0.5832 1.3884 -1.3689  0.3031
H6 -1.0794 -0.0522 -2.2964  0.3203
H7 -2.1641 0.5372 -0.8774  0.4055
H8 -0.1904 -1.8045 -0.6913  0.3548

Summary:
Maximum force   5.5 eV/Å
LUMO energy   0.66 eV
ΔE to the lowest compared entry with this formula, charge and spin   330.6 kJ/mol
Calculated total energy   -793.34004 a.u.

=====

(12)
ORCA calculation (wB97M-V/def2-TZVPD) on a structure of composition C6H8ClN at a distorted geometry.

Each line ends with the Mulliken charge.
Cartesian coordinates (Å):
C1 0.3080 0.6407 -0.7223  -0.0175
C2 0.9004 -0.7549 -0.2400  -0.4974
C3 -0.5685 -1.3579 -0.6521  -0.4875
C4 -0.9656 0.0208 -0.0453  0.0589
C5 -0.5768 -0.1194 1.3449  -0.2486
C6 0.7191 -0.5616 1.1735  -0.5747
H1 1.4892 1.9728 -0.7286  0.2744
H2 0.0387 2.5593 -0.0521  0.3010
H3 0.0586 0.6524 -1.8536  0.3609
H4 1.6311 -1.4303 -0.6861  0.4703
H5 -1.1033 -2.1497 0.1783  0.2883
H6 -0.6388 -1.7062 -1.7820  0.2713
H7 -1.0030 0.5756 2.2536  0.2464
H8 1.6170 -0.4840 1.7489  0.3620
N1 0.8500 1.7912 0.0081  -0.5687
Cl1 -2.7561 0.3512 0.0549  -0.2391

Summary:
Maximum force   5.2 eV/Å
LUMO energy   0.83 eV
ΔE to the lowest compared entry with this formula, charge and spin   409.1 kJ/mol
Calculated total energy   -748.19224 a.u.

=====

> Which value of maximum force does entry 11 give?

5.5 eV/Å

=====

> Which of these has the lowest calculated total energy?

C6H8BrClO3P

=====

> Among the records above, which one has the highest ΔE to the lowest compared entry with this formula, charge and spin?

number 2

=====

> What is the maximum force in the ninth record?

3.7 eV/Å